(1)
The following is a quantum chemistry calculation of a molecular structure, C33H52AsBaNP2 at a distorted geometry, from OMol25.

CARTESIAN COORDINATES (ANGSTROEM)
Ba: -0.15065 -0.17844 -0.01091
N: 0.68403 -2.69190 1.56952
C: 2.06150 -3.12067 1.67386
C: 2.36631 -4.35440 2.23750
C: 3.67966 -4.76062 2.38412
C: 4.70239 -3.94229 1.93389
C: 4.41040 -2.72729 1.34606
C: 3.09103 -2.29252 1.21869
P: 2.69611 -0.68975 0.43511
C: 4.16224 -0.38497 -0.60184
C: 4.07683 -0.65916 -1.96513
C: 5.20009 -0.53586 -2.76537
C: 6.40281 -0.12319 -2.21133
C: 6.48504 0.17914 -0.86103
C: 5.36969 0.05024 -0.05485
C: 2.96883 0.52427 1.76748
C: 3.19642 0.18545 3.09650
C: 3.40263 1.18175 4.03856
C: 3.41194 2.51384 3.65814
C: 3.16833 2.85925 2.33552
C: 2.92934 1.87017 1.39976
H: 0.12782 -3.51738 1.33150
H: 0.37050 -2.41329 2.50226
H: 1.56389 -4.99829 2.57141
H: 3.90035 -5.70764 2.85145
H: 5.72899 -4.25238 2.04008
H: 5.21584 -2.11440 0.97199
H: 3.12899 -0.97181 -2.39924
H: 5.14245 -0.76648 -3.81880
H: 7.28065 -0.03223 -2.83021
H: 7.41939 0.50713 -0.43024
H: 5.43475 0.29265 0.99630
H: 3.24971 -0.85406 3.39231
H: 3.58304 0.90817 5.06693
H: 3.61911 3.28347 4.38663
H: 3.17241 3.89777 2.03696
H: 2.75104 2.13551 0.35809
C: -2.32466 3.94918 0.96388
C: -2.92219 2.81465 1.78732
As: -1.60107 1.38392 2.12613
C: -0.20622 2.36546 3.11809
C: -0.71544 3.17269 4.30171
C: -2.51782 0.37438 3.55727
C: -3.69033 -0.45621 3.03732
H: -3.10950 4.61384 0.60994
H: -1.78466 3.55074 0.09401
H: -1.63141 4.54658 1.55426
H: -3.76294 2.37886 1.24332
H: -3.30885 3.18408 2.74255
H: 0.28068 3.04146 2.40420
H: 0.54628 1.63779 3.44567
H: -1.47843 3.87956 3.97994
H: 0.09310 3.74240 4.75217
H: -1.14074 2.52832 5.06858
H: -2.88230 1.09936 4.29366
H: -1.78658 -0.27428 4.05640
H: -4.39832 0.17413 2.49490
H: -4.22646 -0.90825 3.87139
H: -3.35190 -1.26001 2.37157
C: -1.86002 -3.11322 -3.01145
C: -1.67796 -1.73921 -3.66032
C: -2.26368 -1.71691 -5.07136
P: -2.23154 -0.43987 -2.42322
C: -2.25343 1.24368 -3.26026
C: -3.36428 1.53587 -4.26792
C: -0.87687 1.50924 -3.87059
C: -3.99723 -0.84510 -1.92046
C: -4.48639 0.26910 -0.99450
C: -5.03356 -1.15290 -3.00128
H: -1.30340 -3.86399 -3.56827
H: -2.90483 -3.41023 -3.01599
H: -1.49693 -3.11936 -1.97671
H: -0.59474 -1.55072 -3.74030
H: -3.34687 -1.77212 -5.07519
H: -1.88744 -2.58256 -5.61491
H: -1.95868 -0.82974 -5.61925
H: -2.37865 1.93321 -2.40859
H: -3.43439 0.77410 -5.03648
H: -3.15318 2.48417 -4.75906
H: -4.32913 1.63373 -3.77849
H: -0.74322 0.94079 -4.78796
H: -0.06727 1.24721 -3.17424
H: -0.78382 2.56543 -4.11803
H: -3.87223 -1.75438 -1.31284
H: -4.70756 1.17393 -1.55532
H: -3.73173 0.50012 -0.23173
H: -5.40147 -0.04074 -0.49475
H: -5.17712 -0.32982 -3.69206
H: -5.98999 -1.34494 -2.51758
H: -4.77653 -2.04321 -3.56682

## Properties
Orbital gap = 8.382 eV
Energy above the lowest of the compared OMol25 structures with the same formula, charge and spin = 0.990 eV
DFT total energy = -116653.267 eV
Charge = +2

Atom charges from the Löwdin analysis, given in e for atoms 1 to 5:
1. Ba 1.307
2. N -0.020
3. C -0.335
4. C -0.023
5. C -0.043



(2)
The following is a quantum chemistry calculation of 9 unconnected molecules or ions with the total composition C20H40Cl16NO2 at a distorted geometry, from OMol25.

CARTESIAN COORDINATES (ANGSTROEM)
C: -1.05489 -2.92912 4.23705
C: -0.87154 -1.42874 4.12612
O: -1.77408 -0.96979 3.14361
C: -1.65324 0.38855 2.74936
C: -2.76404 0.59604 1.70678
C: -1.92182 1.38869 3.89102
C: -1.31666 2.79178 3.69627
C: -2.33808 3.83464 4.19815
C: -0.07911 2.92337 4.59822
N: -1.03202 3.11207 2.27696
O: -0.74280 4.34425 2.07865
C: -0.15045 2.15774 1.56519
C: 1.33229 2.51896 1.64249
C: -0.50989 2.19325 0.05421
C: -0.31038 0.70560 2.07335
H: -2.10395 -3.20112 4.26334
H: -0.62430 -3.39061 3.35212
H: -0.50994 -3.32458 5.08781
H: 0.17172 -1.25271 3.86444
H: -1.05562 -0.99128 5.10904
H: -3.60548 -0.04393 1.95250
H: -3.04920 1.63897 1.67112
H: -2.39064 0.27337 0.74144
H: -1.62134 1.03035 4.86935
H: -3.00133 1.50247 3.93891
H: -2.92926 3.43995 5.01575
H: -2.95711 4.17214 3.37583
H: -1.78708 4.70435 4.53710
H: -0.42978 2.86266 5.62211
H: 0.44585 3.85342 4.42557
H: 0.58708 2.07969 4.43382
H: 1.85125 1.90643 0.91158
H: 1.75368 2.24493 2.60370
H: 1.53294 3.55921 1.42640
H: -1.57971 2.19121 -0.11047
H: -0.09585 3.10033 -0.37447
H: -0.06290 1.32200 -0.40541
H: 0.51616 0.51096 2.75205
H: -0.19276 -0.00922 1.26608
C: -0.98105 2.52806 -4.20794
Cl: -1.93160 1.25335 -3.43566
Cl: -0.87087 3.97110 -3.19641
H: 0.01970 2.15227 -4.38652
H: -1.45652 2.79386 -5.14449
C: -1.54002 -2.37451 -5.23255
Cl: -0.71489 -3.83785 -5.78999
Cl: -0.91922 -0.92423 -6.02697
H: -2.59357 -2.47142 -5.45369
H: -1.38831 -2.27621 -4.16355
C: 3.86541 4.95115 -0.33497
Cl: 2.99772 5.93088 0.85080
Cl: 2.73990 3.91012 -1.21262
H: 4.36430 5.60292 -1.04254
H: 4.58863 4.33048 0.18103
C: 2.06795 -5.05782 -3.37580
Cl: 3.22370 -6.32281 -3.82407
Cl: 2.70101 -3.44477 -3.71778
H: 1.15895 -5.20098 -3.94354
H: 1.87110 -5.13402 -2.31255
C: 2.43870 7.39110 4.27777
Cl: 1.59662 8.38309 5.47609
Cl: 1.33291 6.33296 3.39660
H: 2.92829 8.04805 3.56812
H: 3.17051 6.77828 4.79063
C: -4.89606 -4.66639 -5.60746
Cl: -5.83356 -5.95426 -4.84706
Cl: -4.83419 -3.21184 -4.59900
H: -3.88268 -5.01956 -5.76492
H: -5.35914 -4.40989 -6.55261
C: 6.07213 -4.91099 -1.73393
Cl: 5.63688 -3.99626 -0.28325
Cl: 6.92364 -3.90878 -2.91349
H: 6.71861 -5.73087 -1.44478
H: 5.16355 -5.28356 -2.19026
C: 0.35438 -8.16909 -6.47164
Cl: -0.08638 -7.26071 -5.01947
Cl: 1.22007 -7.16020 -7.63329
H: 0.99333 -8.99425 -6.18073
H: -0.55273 -8.53649 -6.93599

## Properties
Orbital gap (alpha / beta) = 8.469 / 9.577 eV
Energy above the lowest of the compared OMol25 structures with the same formula, charge and spin = 0.000 eV
DFT total energy = -227330.700 eV
Spin multiplicity = 2
Charge = 0

Atom charges from the Löwdin analysis, given in e for atoms 1 to 5:
1. C -0.068
2. C -0.274
3. O -0.086
4. C -0.479
5. C 0.007